DFT (ωB97M-V/def2-TZVPD) results for C13H6Cl3CoGeN2O13S2 as an isolated structure.

Geometry as XYZ:
```
41
Properties=species:S:1:pos:R:3
Co -0.51 -0.13 0.87
O -2.29 -2.48 -2.25
S -1.15 -2.07 -1.48
O -0.03 -1.53 -2.19
O -1.59 -1.24 -0.32
C -0.57 -3.59 -0.70
C -0.98 -4.76 -1.31
C -0.57 -6.00 -0.84
C 0.26 -6.08 0.26
C 0.68 -4.92 0.88
C 0.27 -3.67 0.42
S 0.85 -2.28 1.38
O 1.83 -2.80 2.29
O 1.28 -1.24 0.43
O -0.37 -1.71 2.04
H -1.64 -4.68 -2.16
H -0.91 -6.90 -1.34
H 0.59 -7.04 0.63
H 1.33 -4.95 1.75
O 1.97 2.27 2.80
C 1.14 1.90 1.99
O 0.43 0.83 2.16
C 0.97 2.71 0.72
C 1.70 3.87 0.65
C 1.60 4.71 -0.46
C 0.77 4.40 -1.52
C 0.02 3.25 -1.44
C 0.09 2.33 -0.34
O -0.57 1.25 -0.39
N -0.89 3.01 -2.58
O -0.53 3.44 -3.67
O -1.94 2.45 -2.38
N 2.38 5.94 -0.52
O 3.12 6.20 0.42
O 2.25 6.66 -1.50
H 2.35 4.11 1.47
H 0.69 5.04 -2.38
Cl -2.85 -0.09 3.83
Ge -2.44 0.65 1.83
Cl -2.39 2.81 2.10
Cl -4.35 0.34 0.86
```

Molar mass ... 700.2 g mol⁻¹
Net charge ... -2
HOMO-LUMO gap ... 7.947 eV
Energy relative to the best compared isomer or geometry (same formula, charge and spin) ... 0.000 eV
HOMO energy ... -0.137 hartree